107
Properties=species:S:1:pos:R:3:forces:R:3 method="wB97M-V/def2-TZVPD" homo_energy_ev=-12.57 total_energy_ha=-13223.59374 homo_lumo_gap_ev=5.34 multiplicity=1 total_charge=+2
W 1.223 0.566 -0.648 0.4 -1.4 -0.2
Se 1.473 3.413 0.710 0.2 -0.1 -0.1
Se 0.288 1.768 -2.624 0.3 0.3 0.3
Se 2.540 2.558 -2.571 0.2 0.6 -0.6
Se 3.592 1.403 -0.812 -0.7 0.2 -0.1
C 4.914 -1.798 -1.766 0.0 -0.1 -0.1
N 3.888 -2.443 -2.600 0.2 -0.3 0.3
C 4.080 -3.899 -2.768 0.0 0.2 0.0
P 2.415 -1.851 -2.852 0.0 -0.1 -0.1
O 2.067 -0.473 -2.368 0.0 0.2 0.0
O 1.410 -2.871 -2.068 0.1 -0.1 0.0
P 0.275 -2.638 -0.995 0.0 0.7 0.1
O 0.040 -1.107 -0.903 -0.2 -0.2 0.1
N -1.052 -3.350 -1.580 -0.2 -0.4 -0.2
C -1.369 -3.026 -2.982 -0.1 0.0 0.1
C -1.269 -4.783 -1.280 0.0 0.1 -0.2
N 0.742 -3.321 0.386 -0.2 -0.6 0.2
C -0.228 -3.503 1.486 0.2 0.2 0.0
C 1.856 -4.290 0.419 -0.1 0.1 0.2
N 2.065 -2.009 -4.417 0.1 0.1 -0.4
C 3.028 -2.422 -5.454 -0.2 0.1 0.1
C 0.921 -1.262 -4.962 0.0 -0.2 0.0
H 5.869 -2.260 -2.015 0.0 0.0 0.0
H 4.714 -1.936 -0.703 0.0 0.0 0.0
H 4.979 -0.742 -1.995 0.0 0.1 0.0
H 4.984 -4.078 -3.348 0.0 0.0 0.0
H 3.241 -4.357 -3.289 0.0 0.0 0.0
H 4.190 -4.379 -1.795 0.0 0.0 0.0
H -1.323 -1.953 -3.137 0.0 0.1 0.0
H -2.387 -3.343 -3.186 0.0 0.0 0.0
H -0.684 -3.534 -3.668 0.0 0.0 0.0
H -1.404 -4.954 -0.220 0.0 0.0 0.1
H -0.463 -5.419 -1.658 0.0 0.0 0.0
H -2.191 -5.075 -1.777 0.0 0.0 0.0
H -1.159 -2.969 1.292 0.1 0.0 -0.1
H 0.207 -3.123 2.411 0.0 0.0 0.0
H -0.448 -4.561 1.625 0.0 0.0 0.0
H 1.503 -5.299 0.192 0.0 0.0 0.0
H 2.284 -4.272 1.418 0.0 0.0 0.0
H 2.635 -4.002 -0.276 0.0 0.0 0.0
H 3.981 -2.704 -5.023 0.0 0.0 0.0
H 3.197 -1.589 -6.138 0.0 0.0 0.0
H 2.624 -3.263 -6.017 0.0 0.0 0.0
H 0.212 -1.008 -4.180 0.0 0.0 0.0
H 0.416 -1.870 -5.714 0.0 0.0 0.0
H 1.268 -0.335 -5.421 0.0 0.0 0.0
C -2.781 3.829 -0.141 0.1 -0.1 -0.1
C -1.321 4.254 -0.007 -0.1 -0.1 0.0
P -0.701 3.284 1.426 0.0 -0.1 0.1
C 2.428 2.981 2.346 -0.2 -0.1 0.1
C 3.740 2.512 2.339 0.0 0.1 0.2
C 4.384 2.230 3.537 0.0 0.0 -0.1
C 3.736 2.423 4.747 0.0 0.0 0.0
C 2.447 2.929 4.755 -0.1 0.0 -0.1
C 1.791 3.213 3.563 0.1 -0.3 0.1
C -1.046 4.464 2.763 0.0 0.2 -0.1
C -0.648 5.804 2.780 0.0 0.0 0.0
C -1.067 6.638 3.801 0.0 0.0 0.0
C -1.897 6.143 4.807 0.0 0.1 0.0
C -2.288 4.815 4.801 0.0 -0.1 0.0
C -1.854 3.969 3.783 -0.1 0.0 0.1
C -2.877 2.466 -0.829 0.2 0.1 0.1
P -1.882 0.961 -0.329 -0.1 0.3 0.1
C -2.777 -0.130 -1.515 0.1 0.0 -0.1
C -3.574 -1.183 -1.072 0.0 -0.1 0.0
C -4.432 -1.839 -1.950 0.0 0.0 0.0
C -4.496 -1.465 -3.284 0.0 0.0 0.0
C -3.675 -0.445 -3.749 0.0 0.0 0.0
C -2.824 0.212 -2.872 -0.1 0.0 0.0
C -2.540 0.439 1.281 0.1 0.0 0.1
C -1.782 -0.393 2.099 -0.1 -0.1 0.0
C -2.247 -0.773 3.351 0.0 0.0 0.0
C -3.483 -0.323 3.794 0.0 0.0 0.0
C -4.251 0.501 2.981 0.0 0.0 0.0
C -3.781 0.886 1.732 0.0 0.0 0.1
H -3.326 4.540 -0.766 0.0 0.0 0.0
H -3.274 3.827 0.835 0.0 0.0 0.0
H -1.184 5.316 0.180 -0.1 0.1 -0.1
H -0.794 3.997 -0.927 0.1 0.0 0.0
H 4.295 2.417 1.429 0.1 0.0 -0.2
H 5.406 1.872 3.516 0.0 0.0 0.0
H 4.243 2.201 5.678 0.0 0.0 0.0
H 1.936 3.108 5.693 0.0 0.0 0.0
H 0.791 3.610 3.605 0.1 -0.1 0.1
H 0.010 6.190 2.009 0.0 0.0 0.0
H -0.753 7.674 3.817 0.0 0.0 0.0
H -2.231 6.801 5.600 0.0 0.0 0.0
H -2.926 4.432 5.587 0.0 0.0 0.0
H -2.143 2.922 3.785 0.0 0.0 0.0
H -2.592 2.611 -1.872 0.0 0.0 -0.1
H -3.905 2.108 -0.843 -0.1 0.0 -0.1
H -3.565 -1.473 -0.029 0.0 0.0 0.0
H -5.073 -2.630 -1.577 0.0 0.0 0.0
H -5.184 -1.960 -3.959 0.0 0.0 0.0
H -3.717 -0.142 -4.789 0.0 0.0 0.1
H -2.243 1.037 -3.260 0.1 0.1 0.0
H -0.819 -0.742 1.759 0.0 0.0 0.0
H -1.638 -1.404 3.987 0.0 0.0 0.0
H -3.848 -0.610 4.773 0.0 0.0 0.0
H -5.218 0.851 3.320 0.0 0.0 0.0
H -4.397 1.532 1.119 0.0 0.0 0.0
O 1.606 -0.185 3.270 -0.1 0.0 0.3
C 1.732 -0.248 2.105 0.0 0.1 -0.4
O 1.033 0.565 1.215 -0.4 -0.2 0.8
C 2.603 -1.207 1.290 0.0 0.0 -0.2
O 3.345 -2.004 1.778 0.1 -0.1 0.1
O 2.386 -1.041 0.001 0.4 0.2 0.2